Entry 1:
Computed, not measured: an isolated molecule of CH5BOS at a distorted geometry, with ωB97M-V/def2-TZVPD.

Last column: natural (NBO) charge in e.
Cartesian coordinates (Å):
O  1.315  0.795  0.586  -0.902
B  0.769  -0.325  -0.087  0.806
C  -0.700  -0.260  -0.547  -0.881
S  -2.021  0.311  0.588  -0.025
H  2.245  1.052  0.557  0.509
H  1.261  -1.396  -0.332  -0.100
H  -1.033  -1.167  -0.914  0.224
H  -0.574  0.579  -1.539  0.243
H  -1.263  0.412  1.690  0.125

Properties
energy above the lowest of the compared OMol25 structures with the same formula, charge and spin = 33.1 kcal/mol
E_tot = -14677.19221 eV
spin multiplicity = 1
gap between HOMO and LUMO = 9.407 eV
SMILES string = OBCS

Entry 2:
Computed, not measured: a cluster of 2 separate species, CH5BS in total at a distorted geometry, with ωB97M-V/def2-TZVPD.

Last column: natural (NBO) charge in e.
Cartesian coordinates (Å):
B  0.701  -0.214  0.733  0.276
C  -1.383  0.010  -0.378  -0.808
S  1.793  -0.487  -0.542  -0.088
H  0.670  0.289  1.716  -0.091
H  -1.207  -0.245  -1.471  0.201
H  -1.221  1.128  -0.125  0.204
H  -2.203  -0.479  0.071  0.192
H  2.851  -0.002  -0.005  0.114

Properties
energy above the lowest of the compared OMol25 structures with the same formula, charge and spin = 66.2 kcal/mol
E_tot = -12626.87374 eV
spin multiplicity = 1
gap between HOMO and LUMO = 8.689 eV

Entry 3:
Computed, not measured: a cluster of 2 separate species, CH5BrN in total at a distorted geometry, with ωB97M-V/def2-TZVPD.

Last column: natural (NBO) charge in e.
Cartesian coordinates (Å):
C  -0.753  0.676  -0.343  -0.339
N  0.465  -0.027  0.122  -0.712
Br  -0.350  2.536  -0.684  0.146
H  -1.120  0.052  -1.689  0.277
H  -1.594  0.560  0.332  0.253
H  0.253  -0.981  0.456  0.458
H  1.159  -0.089  -0.640  0.460
H  0.909  0.507  0.890  0.456

Properties
energy above the lowest of the compared OMol25 structures with the same formula, charge and spin = 26.2 kcal/mol
net charge = +1
E_tot = -72641.79448 eV
spin multiplicity = 1
gap between HOMO and LUMO = 10.858 eV

Entry 4:
Computed, not measured: a cluster of 2 separate species, CH5BrN2 in total at a distorted geometry, with ωB97M-V/def2-TZVPD.

Last column: natural (NBO) charge in e.
Cartesian coordinates (Å):
C  -0.602  -0.628  0.082  -0.497
N  -0.482  0.733  -0.207  -0.414
N  1.903  1.304  0.178  -0.732
Br  2.699  -0.237  -0.045  0.285
H  -1.259  -1.068  -0.666  0.224
H  0.275  -1.082  -0.270  0.231
H  -1.012  -1.000  0.976  0.195
H  -0.555  1.363  0.683  0.355
H  2.053  1.851  -0.749  0.354

Properties
energy above the lowest of the compared OMol25 structures with the same formula, charge and spin = 85.4 kcal/mol
E_tot = -74135.25692 eV
spin multiplicity = 1
gap between HOMO and LUMO = 6.962 eV

Entry 5:
Computed, not measured: a cluster of 2 separate species, CH5Cl2NP in total at a distorted geometry, with ωB97M-V/def2-TZVPD.

Last column: natural (NBO) charge in e.
Cartesian coordinates (Å):
C  -0.286  -0.311  -0.946  -0.615
N  1.490  0.314  0.784  -1.045
P  -1.848  -0.007  -0.490  1.089
Cl  -2.678  -1.505  0.562  -0.071
Cl  -2.163  1.866  0.133  -0.061
H  -0.094  -1.423  -1.093  0.288
H  0.320  0.369  -1.407  0.257
H  1.979  0.628  -0.017  0.372
H  1.789  0.777  1.625  0.405
H  1.491  -0.707  0.848  0.380

Properties
energy above the lowest of the compared OMol25 structures with the same formula, charge and spin = 43.2 kcal/mol
net charge = +1
E_tot = -36933.44557 eV
spin multiplicity = 1
gap between HOMO and LUMO (alpha / beta) = 7.244 / 7.243 eV

Entry 6:
Computed, not measured: a cluster of 2 separate species, CH5ClN2 in total at a distorted geometry, with ωB97M-V/def2-TZVPD.

Last column: natural (NBO) charge in e.
Cartesian coordinates (Å):
C  -1.548  0.165  0.388  0.203
N  1.707  0.805  0.168  -1.093
N  -1.103  -1.041  0.143  -0.925
Cl  -3.255  0.217  -0.039  -0.077
H  2.324  0.014  -0.251  0.364
H  2.276  1.564  0.557  0.369
H  1.239  1.277  -0.666  0.364
H  -1.528  -1.815  -0.302  0.402
H  -0.111  -1.186  0.002  0.392

Properties
energy above the lowest of the compared OMol25 structures with the same formula, charge and spin = 12.0 kcal/mol
<S²> = 2.01
E_tot = -16616.07879 eV
spin multiplicity = 3
gap between HOMO and LUMO (alpha / beta) = 7.100 / 9.157 eV

Entry 7:
Computed, not measured: a cluster of 2 separate species, CH5ClN2S in total at a distorted geometry, with ωB97M-V/def2-TZVPD.

Last column: natural (NBO) charge in e.
Cartesian coordinates (Å):
C  -1.265  0.720  0.375  -0.454
N  -0.149  -0.050  -0.091  -0.206
N  -0.471  -1.172  -0.536  -0.337
S  0.702  -2.193  -1.101  0.249
H  -2.215  0.192  0.255  0.200
H  -1.090  0.953  1.427  0.216
H  -1.280  1.660  -0.179  0.216
H  -0.202  -3.139  -1.395  0.120
Cl  3.471  1.875  0.836  -0.283
H  2.499  1.155  0.410  0.278

Properties
energy above the lowest of the compared OMol25 structures with the same formula, charge and spin = 24.3 kcal/mol
E_tot = -27454.34057 eV
spin multiplicity = 1
gap between HOMO and LUMO = 10.113 eV
SMILES string = C/N=N/S.Cl

Entry 8:
Computed, not measured: the ion CH5ClN5O2 with charge +1 at a distorted geometry, with ωB97M-V/def2-TZVPD.

Last column: natural (NBO) charge in e.
Cartesian coordinates (Å):
O  -2.589  -0.048  -0.892  -0.277
N  -1.740  -0.842  -0.744  0.657
O  -1.801  -2.005  -0.525  -0.316
N  -0.385  -0.214  -0.894  -0.181
N  0.714  -1.088  -0.423  -0.276
N  1.370  -0.397  0.602  -0.230
N  0.410  0.635  1.078  -0.483
C  -0.245  1.041  -0.175  0.026
Cl  0.922  2.107  -1.027  -0.016
H  0.103  -1.890  -0.201  0.423
H  2.081  0.187  0.134  0.444
H  1.689  -0.736  1.483  0.474
H  0.578  1.487  1.558  0.434
H  -1.107  1.763  0.027  0.321

Properties
energy above the lowest of the compared OMol25 structures with the same formula, charge and spin = 38.8 kcal/mol
net charge = +1
E_tot = -25170.97750 eV
spin multiplicity = 1
gap between HOMO and LUMO = 11.339 eV
SMILES string = O=[N+]([O-])N1N[NH2+]N[C@H]1Cl

- Which of these has the highest spin multiplicity?
  CH5ClN2